DFT (ωB97M-V with the def2-TZVPD basis set) results for a 2-piece molecular cluster, C3H9N overall.

Results
Energy above the lowest of the compared OMol25 structures with the same formula, charge and spin: 12.9 kcal/mol
LUMO (alpha / beta): 0.15179 / 0.14548 Eh
2S+1: 2
Net charge: -1

Positions of all 13 atoms, in Å:
N (-2.8315, -1.0806, -0.8652)
H (-3.1573, -0.9812, 0.1050)
H (-3.3538, -1.8632, -1.2510)
H (-3.0964, -0.1886, -1.2763)
C (0.7208, 0.6271, 1.2801)
C (1.8334, 0.1754, 0.3837)
C (1.9590, 0.4846, -0.8941)
H (0.2867, -0.2548, 1.7659)
H (-0.0483, 1.1557, 0.7253)
H (1.1060, 1.1979, 2.1194)
H (2.6337, -0.3835, 0.8604)
H (2.7743, 0.1264, -1.5136)
H (1.1733, 0.9849, -1.4395)

DFT (ωB97M-V with the def2-TZVPD basis set) results for the molecule C20H21N3OS2.

Results
Energy above the lowest of the compared OMol25 structures with the same formula, charge and spin: 79.4 kcal/mol
LUMO: 0.00722 Eh
SMILES string: O=C(/C=C/N1N=C(Nc2ccccc2)SC12CCCCC2)c1cccs1
Net charge: 0

Positions of all 47 atoms, in Å:
O (1.3530, 3.6868, -0.7376)
N (0.0228, -0.9338, 0.3844)
S (0.2035, 5.7464, 1.4639)
S (0.9554, -2.9724, -0.9371)
C (1.0822, 3.1682, 0.3227)
C (-0.0742, -2.1746, 0.2117)
C (0.3054, 5.8707, 3.1867)
C (0.7075, 4.6862, 3.8223)
C (0.7635, 3.6428, 2.8249)
C (0.8099, 4.0582, 1.4995)
C (0.8937, 1.7508, 0.4062)
C (1.2552, 0.9127, -0.5622)
C (-4.2778, -2.1200, 3.4343)
C (-3.3907, -3.1786, 3.6459)
C (-4.0470, -1.1847, 2.3323)
C (-2.4289, -3.5021, 2.6904)
C (-2.9709, -1.4186, 1.4287)
C (-2.1059, -2.5775, 1.6297)
N (-0.9861, -3.0043, 0.9079)
N (0.8470, -0.4357, -0.5991)
C (1.7676, -0.2678, -4.4690)
C (0.4997, 0.0445, -3.7309)
C (2.9252, -0.4761, -3.5223)
C (0.1239, -1.1450, -2.8934)
C (2.6042, -1.4866, -2.2972)
C (1.1027, -1.3274, -1.7294)
H (0.2685, 6.8912, 3.6581)
H (0.8357, 4.4897, 4.8954)
H (1.1626, 2.6013, 2.9704)
H (0.3944, 1.4032, 1.2116)
H (1.8816, 1.3510, -1.3447)
H (-5.0898, -1.9372, 4.1404)
H (-3.4236, -3.9344, 4.4267)
H (-4.6942, -0.3435, 2.1100)
H (-1.8438, -4.4202, 2.8056)
H (-2.8445, -0.7175, 0.6020)
H (-0.6659, -3.9367, 1.0251)
H (1.6188, -1.2091, -5.0288)
H (2.0928, 0.3861, -5.2255)
H (-0.2814, 0.1694, -4.6040)
H (0.4616, 0.8683, -3.1094)
H (3.9114, -0.6655, -4.1928)
H (2.9879, 0.5209, -3.0121)
H (-0.7935, -0.9292, -2.3538)
H (0.0049, -2.0787, -3.4078)
H (2.7069, -2.5110, -2.7630)
H (3.3688, -1.3604, -1.5167)

DFT (ωB97M-V with the def2-TZVPD basis set) results for an isolated ion of composition C3H6NO2 and charge -1.

Results
Energy above the lowest of the compared OMol25 structures with the same formula, charge and spin: 102.6 kcal/mol
LUMO: 0.15206 Eh
SMILES string: O=CNCC[O-]
Net charge: -1

Positions of all 12 atoms, in Å:
C (-0.2790, -1.5892, -1.3522)
N (0.0740, -0.7521, -0.3278)
C (0.8751, 0.2908, 0.3700)
C (-0.4035, 1.3044, 0.8709)
O (-1.3977, 0.7686, 1.4068)
O (-0.1888, -2.8226, -1.3800)
H (-0.7988, -1.0040, -2.1598)
H (-0.7885, -0.8644, 0.2128)
H (1.4371, 0.8456, -0.3230)
H (1.5177, -0.1803, 1.2209)
H (-0.1946, 1.9093, -0.1046)
H (0.1470, 2.0938, 1.5660)

DFT (ωB97M-V with the def2-TZVPD basis set) results for C35H29BrCl4O4Sn as an isolated structure.

Results
Energy above the lowest of the compared OMol25 structures with the same formula, charge and spin: 64.6 kcal/mol
LUMO (alpha / beta): -0.09614 / -0.09640 Eh
Net charge: 0

Positions of all 74 atoms, in Å:
Sn (-0.1933, -0.2458, 0.0321)
Br (2.0663, -0.1426, 2.2714)
C (0.9160, 0.2398, 3.7296)
C (1.4917, 0.4179, 4.9544)
C (0.6997, 0.7456, 6.0670)
C (-0.6466, 0.9043, 5.9164)
C (-1.2695, 0.7223, 4.6619)
C (-2.6628, 0.9039, 4.5115)
C (-3.2788, 0.7014, 3.3136)
C (-2.5196, 0.2933, 2.1959)
C (-1.1710, 0.1596, 2.3131)
C (-0.4798, 0.3593, 3.5221)
H (2.5610, 0.3119, 5.0663)
H (1.1723, 0.8904, 7.0283)
H (-1.2656, 1.1802, 6.7606)
H (-3.2359, 1.2115, 5.3769)
H (-4.3450, 0.8495, 3.2047)
H (-3.0276, 0.1012, 1.2598)
Cl (-1.5853, -7.5954, -0.8077)
C (-0.9851, -6.0200, -0.4342)
C (-1.8750, -4.9866, -0.1935)
C (-1.3803, -3.7439, 0.1442)
Cl (-2.4454, -2.4285, 0.4151)
C (0.0045, -3.4739, 0.2730)
O (0.4580, -2.3309, 0.6744)
C (0.8632, -4.5559, -0.0458)
Cl (2.5568, -4.2666, 0.0136)
C (0.3851, -5.8052, -0.3806)
H (-2.9411, -5.1469, -0.2618)
H (1.0723, -6.6078, -0.6048)
Cl (-2.2425, 0.3528, -7.4717)
C (-2.0791, 0.1948, -5.7494)
C (-3.1609, 0.5267, -4.9188)
C (-3.0500, 0.4069, -3.5621)
C (-1.8545, -0.0509, -2.9370)
O (-1.8241, -0.1820, -1.6607)
C (-0.7667, -0.3638, -3.8053)
C (0.4921, -0.7931, -3.3013)
O (0.8302, -0.9446, -2.1265)
C (-0.9096, -0.2447, -5.2030)
H (-4.0823, 0.8722, -5.3678)
H (-3.8906, 0.6463, -2.9242)
H (1.2476, -1.0082, -4.0789)
H (-0.0758, -0.5119, -5.8406)
C (-1.3234, 4.5233, 0.0822)
C (-1.9748, 3.6405, -0.9884)
C (-2.7866, 2.5209, -0.3362)
C (-0.9374, 3.1217, -1.9607)
C (-1.1291, 3.2837, -3.3189)
C (-0.1193, 2.9945, -4.2293)
C (1.1553, 2.7004, -3.7571)
C (1.3989, 2.5115, -2.4105)
C (2.8207, 2.3689, -1.9095)
C (3.0730, 3.3536, -0.7596)
C (3.1812, 0.9489, -1.4679)
C (0.2840, 2.5230, -1.5064)
O (0.3838, 1.9995, -0.3205)
H (-2.0886, 4.9253, 0.7480)
H (-0.7940, 5.3592, -0.3774)
H (-0.6166, 3.9479, 0.6780)
H (-2.6601, 4.2665, -1.5685)
H (-2.1639, 1.9914, 0.3827)
H (-3.1337, 1.8118, -1.0858)
H (-3.6521, 2.9321, 0.1860)
H (-2.0754, 3.6696, -3.6796)
H (-0.3004, 3.0788, -5.2925)
H (1.9819, 2.6313, -4.4550)
H (3.4746, 2.6412, -2.7449)
H (2.4440, 3.1035, 0.0930)
H (2.8542, 4.3757, -1.0713)
H (4.1167, 3.3057, -0.4461)
H (2.6031, 0.6629, -0.5887)
H (4.2399, 0.9064, -1.2101)
H (2.9867, 0.2303, -2.2616)

DFT (ωB97M-V with the def2-TZVPD basis set) results for C3H31O13V as an isolated structure.

Results
LUMO (alpha / beta): -0.17578 / -0.17893 Eh
2S+1: 4
Net charge: +1

Positions of all 48 atoms, in Å:
V (-0.2807, -1.8362, -2.7871)
C (1.8603, 0.1818, -0.6101)
C (1.0683, -1.0812, -0.1431)
C (0.6133, -1.1102, 1.3369)
O (-0.1247, -1.1092, -0.8461)
H (2.8013, 0.2618, 0.0119)
H (1.3873, 1.1188, -0.4271)
H (2.1633, 0.1528, -1.6991)
H (1.6003, -1.9932, -0.4721)
H (1.5553, -1.0192, 1.8979)
H (0.1633, -2.0892, 1.5959)
H (0.0213, -0.2272, 1.7429)
O (-2.2377, -2.3322, -2.0221)
H (-2.8457, -1.7942, -1.5121)
H (-2.7597, -3.1302, -2.3261)
O (-1.1047, 2.6458, 1.6739)
H (-1.9027, 3.1398, 1.6269)
H (-1.0567, 2.2598, 0.7919)
O (-2.0537, 0.4278, 2.9739)
H (-2.7977, 0.8598, 3.3279)
H (-1.7487, 1.1168, 2.3839)
O (1.4693, -1.3312, -4.0051)
H (2.0103, -0.5302, -3.9421)
H (1.4553, -1.6492, -4.8921)
O (0.4383, -3.7702, -2.0321)
H (-0.0297, -4.0042, -1.2051)
H (0.3633, -4.5952, -2.5311)
O (-0.9657, 1.6958, -0.7351)
H (-0.6687, 0.7868, -0.5961)
H (-0.4627, 1.9808, -1.4871)
O (-2.0757, -2.7312, 3.1799)
H (-2.1907, -2.2372, 2.3609)
H (-1.7787, -3.5782, 2.9339)
O (2.2073, 3.7328, -0.4961)
H (2.3033, 2.8628, -0.8441)
H (1.4013, 4.0448, -0.8671)
O (-2.1797, -1.2942, 0.9409)
H (-2.1397, -0.6902, 1.6759)
H (-1.2917, -1.3752, 0.5589)
O (0.4633, 1.0988, 4.0489)
H (-0.3017, 0.7068, 3.6479)
H (0.8713, 1.6688, 3.3629)
O (1.5123, 2.8148, 2.0519)
H (1.9423, 2.9748, 1.1969)
H (0.5743, 2.7298, 1.8149)
O (0.7043, 2.0038, -3.1911)
H (0.5013, 2.5778, -3.9271)
H (1.5473, 1.6668, -3.5391)

DFT (ωB97M-V with the def2-TZVPD basis set) results for C25H40BBrClFNNbO24P as an isolated structure.

Results
LUMO: 0.05505 Eh
Net charge: -1

Positions of all 96 atoms, in Å:
C (4.5487, -1.8062, 4.7818)
C (3.1307, -2.4060, 4.4934)
O (2.1597, -1.7377, 5.2845)
B (0.8351, -1.9107, 4.8154)
O (0.0934, -3.0031, 5.2700)
Nb (-0.2282, -0.4503, 3.3162)
C (1.5629, 0.9037, 3.6502)
Cl (0.9076, -1.6243, 1.4866)
C (-1.0810, 1.0643, 1.8172)
C (-0.0468, 1.6644, 0.9029)
O (0.5273, 2.6692, 1.0967)
F (0.2364, 0.9988, -0.2764)
C (-1.3810, 0.3962, 5.0759)
C (-1.6607, 1.8803, 5.0442)
O (-2.7399, 2.2516, 4.7973)
Br (-0.3219, 3.2536, 5.4416)
P (-2.2292, -2.1327, 2.9937)
N (-3.3835, -1.4655, 2.1366)
O (-1.6545, -3.4818, 2.2073)
O (-2.8886, -2.6486, 4.4435)
H (5.2334, -2.6205, 5.0656)
H (4.9342, -1.3565, 3.8522)
H (4.4744, -1.0088, 5.5331)
H (3.1962, -3.4952, 4.7013)
H (2.9458, -2.3027, 3.4096)
H (0.5678, -3.8420, 5.1614)
H (2.4101, 0.5169, 3.0514)
H (1.3593, 1.9653, 3.4430)
H (1.8647, 0.7843, 4.7089)
H (-1.6108, 1.9289, 2.2480)
H (-1.7862, 0.5087, 1.1710)
H (-0.7630, 0.1802, 5.9739)
H (-2.3172, -0.1634, 5.2306)
H (-4.2800, -1.4406, 2.6183)
H (-2.4222, -4.0717, 2.1026)
H (-3.6826, -2.1281, 4.6268)
C (2.5191, 2.8917, -2.3265)
C (3.1250, 3.1116, -0.9749)
O (4.4803, 2.6881, -1.1663)
C (4.7607, 2.7947, -2.4846)
O (5.8497, 2.6759, -2.9541)
O (3.6333, 3.0536, -3.2103)
H (1.7357, 3.6116, -2.5545)
H (2.1187, 1.8815, -2.4447)
H (3.1219, 4.1600, -0.6792)
H (2.6362, 2.5259, -0.2009)
C (1.5815, -0.2225, -5.3762)
C (2.9174, -0.6534, -4.8467)
O (2.5722, -1.5118, -3.7635)
C (1.3161, -1.9811, -4.0006)
O (0.7951, -2.8405, -3.3742)
O (0.7377, -1.3268, -5.0523)
H (1.5978, -0.0457, -6.4504)
H (1.2005, 0.6699, -4.8735)
H (3.4942, -1.2229, -5.5801)
H (3.5176, 0.1867, -4.4998)
C (-7.1344, -4.4438, 0.5745)
C (-6.4932, -3.0829, 0.5854)
O (-6.2940, -2.8345, 1.9742)
C (-6.2432, -4.0371, 2.6006)
O (-5.9220, -4.1918, 3.7338)
O (-6.6068, -5.0444, 1.7587)
H (-6.8727, -5.0255, -0.3076)
H (-8.2228, -4.3940, 0.6565)
H (-5.5226, -3.0720, 0.0834)
H (-7.1293, -2.3203, 0.1418)
C (-8.1172, 1.1296, 0.1173)
C (-8.5383, 1.4782, 1.5194)
O (-9.4803, 0.4510, 1.8266)
C (-9.2025, -0.6138, 1.0343)
O (-9.6917, -1.6893, 1.1573)
O (-8.2860, -0.2892, 0.0785)
H (-7.0843, 1.4017, -0.0902)
H (-8.7628, 1.5815, -0.6396)
H (-7.7120, 1.4246, 2.2311)
H (-9.0000, 2.4613, 1.5871)
C (4.6968, 7.8624, -0.6296)
C (6.0420, 7.4295, -0.1028)
O (5.6940, 6.5730, 0.9825)
C (4.4373, 6.1034, 0.7502)
O (3.9161, 5.2405, 1.3707)
O (3.8594, 6.7580, -0.2970)
H (4.7017, 8.0351, -1.7043)
H (4.3182, 8.7564, -0.1280)
H (6.6139, 6.8560, -0.8360)
H (6.6471, 8.2660, 0.2422)
C (4.5067, -3.8734, -7.6274)
C (4.2430, -4.5907, -8.9261)
O (3.3284, -3.7174, -9.5861)
C (3.5066, -2.4714, -9.0734)
O (3.0192, -1.4857, -9.5195)
O (4.3181, -2.5020, -7.9819)
H (5.5139, -4.0411, -7.2514)
H (3.7886, -4.1387, -6.8481)
H (5.1415, -4.6909, -9.5396)
H (3.8028, -5.5752, -8.7804)